Formula: C10H25AsOS4Si2Tc
Source: OMol25
Level of theory: ωB97M-V with the def2-TZVPD basis set

XYZ file:
```
44
Properties=species:S:1:pos:R:3:lowdin_charge:R:1
Tc 8.952 9.818 8.218 0.671
S 10.229 11.037 5.232 0.097
As 9.564 12.576 6.315 -0.266
S 9.027 12.115 8.297 0.164
S 10.901 9.166 8.038 0.292
S 9.334 14.488 5.857 0.162
C 6.562 8.577 11.363 0.035
O 7.336 9.055 10.224 -0.155
C 8.591 9.328 10.133 -0.366
C 9.489 9.237 11.344 -0.043
H 5.571 8.961 11.180 0.097
H 7.007 8.923 12.304 0.109
H 6.617 7.518 11.203 0.097
H 9.464 8.200 11.856 0.139
H 9.204 9.894 12.170 0.102
H 10.495 9.417 11.045 0.044
C 5.845 6.864 8.245 -0.159
Si 7.333 7.253 7.205 0.429
C 7.076 6.838 5.378 -0.151
C 8.821 6.392 7.838 -0.208
C 7.512 9.170 7.052 -0.500
Si 5.840 10.198 7.006 0.412
C 4.839 9.366 5.729 -0.156
C 4.864 10.121 8.538 -0.174
C 6.157 11.986 6.716 -0.227
H 5.642 5.778 8.324 0.063
H 4.927 7.370 7.880 0.025
H 5.971 7.219 9.262 -0.003
H 6.639 5.853 5.220 0.044
H 8.041 6.758 4.827 0.059
H 6.414 7.623 4.992 0.001
H 8.650 5.339 7.992 0.041
H 9.364 6.801 8.689 -0.010
H 9.545 6.437 6.991 0.048
H 8.002 9.263 6.051 0.016
H 4.514 8.409 6.166 0.045
H 5.328 9.059 4.853 0.009
H 3.940 9.805 5.336 0.055
H 4.487 9.154 8.799 0.019
H 3.971 10.709 8.322 0.063
H 5.276 10.615 9.386 0.027
H 7.025 11.998 6.009 -0.017
H 6.457 12.632 7.542 0.008
H 5.352 12.472 6.140 0.060
```

Computed properties:
2S+1 = 1
Total charge = +1
E_LUMO (spin up / spin down) = -5.486 / -5.485 eV
HOMO-LUMO gap (spin up / spin down) = 6.393 / 6.394 eV
E_HOMO (spin up / spin down) = -11.88 / -11.88 eV

***

Formula: C4H3NO
Source: OMol25
Level of theory: ωB97M-V with the def2-TZVPD basis set

XYZ file:
```
9
Properties=species:S:1:pos:R:3:lowdin_charge:R:1
O 1.275 1.388 -1.038 0.069
C -0.630 0.431 -0.019 -0.034
C -0.686 -0.944 0.259 -0.126
C -0.744 -2.135 0.462 0.144
C 0.546 1.222 0.103 -0.627
N 0.538 1.695 1.246 0.298
H 1.866 0.627 -1.093 0.115
H -1.433 0.874 -0.610 0.126
H -0.805 -3.178 0.684 0.036
```

Computed properties:
2S+1 = 1
Total charge = 0
E_LUMO (spin up / spin down) = -1.031 / -0.667 eV
HOMO-LUMO gap (spin up / spin down) = 8.712 / 8.336 eV
Relative energy (zero: lowest compared OMol25 entry of this formula, charge and spin) = 92.0 kcal per mole
E_HOMO (spin up / spin down) = -9.74 / -9.00 eV

***

Formula: C20H42Br4N6O4
Source: OMol25
Level of theory: ωB97M-V with the def2-TZVPD basis set

XYZ file:
```
76
Properties=species:S:1:pos:R:3:lowdin_charge:R:1
C 5.281 -0.647 0.666 -0.088
N 4.595 0.146 -0.309 -0.185
C 3.581 1.145 0.020 -0.044
C 5.028 0.070 -1.605 -0.340
O 4.576 0.796 -2.456 0.015
H 5.852 -1.449 0.142 0.095
H 4.678 -1.230 1.397 0.074
H 5.981 -0.129 1.324 0.083
H 3.782 1.460 1.045 0.074
H 3.705 1.991 -0.683 0.093
H 2.515 0.852 -0.097 0.086
H 5.797 -0.648 -1.806 0.123
C 1.905 0.317 3.433 -0.030
N 1.038 -0.844 3.048 -0.149
C -0.210 -0.938 3.789 -0.064
C 1.300 -1.793 2.065 -0.310
O 0.514 -2.677 1.802 -0.085
H 1.321 1.244 3.357 0.068
H 2.820 0.405 2.805 0.069
H 2.185 0.209 4.490 0.088
H -0.452 0.077 4.114 0.067
H -1.045 -1.300 3.135 0.059
H -0.253 -1.439 4.737 0.078
H 2.144 -1.540 1.456 0.104
C -3.427 2.023 0.357 -0.043
N -2.125 2.023 1.068 -0.179
C -1.091 1.130 0.472 -0.034
C -1.949 2.524 2.328 -0.290
O -0.922 2.280 3.003 -0.048
H -3.951 1.059 0.515 0.076
H -3.253 2.056 -0.722 0.061
H -4.047 2.744 0.804 0.066
H -1.465 0.066 0.546 0.027
H -0.964 1.471 -0.590 0.081
H -0.158 1.320 1.002 0.067
H -2.793 3.101 2.698 0.129
C -1.348 4.697 -1.034 -0.079
N -0.731 5.925 -1.479 -0.198
C -0.913 6.222 -2.911 -0.046
C 0.234 6.520 -0.764 -0.367
O 1.091 7.213 -1.248 0.030
H -1.011 4.404 -0.054 0.067
H -1.204 3.929 -1.814 0.081
H -2.461 4.777 -1.021 0.094
H -0.604 7.295 -3.109 0.104
H -0.282 5.656 -3.512 0.058
H -1.993 6.112 -3.284 0.113
H 0.188 6.125 0.260 0.132
Br -2.399 -2.415 0.799 0.786
C -3.815 -2.818 -0.429 -0.720
C -4.243 -1.639 -1.228 -0.745
Br -5.788 -2.027 -2.272 0.672
H -4.613 -3.330 0.150 0.069
H -3.389 -3.649 -1.053 0.006
H -3.461 -1.397 -1.998 0.053
H -4.440 -0.773 -0.678 0.006
Br 1.681 -2.449 -1.879 0.674
C 0.047 -3.443 -1.807 -0.775
C 0.215 -4.526 -0.797 -0.656
Br -1.440 -5.632 -1.013 0.604
H -0.138 -3.763 -2.818 0.042
H -0.713 -2.770 -1.507 -0.007
H 0.146 -4.147 0.273 0.031
H 1.080 -5.236 -0.970 0.079
C 1.839 -5.790 3.033 -0.076
C 2.999 -5.014 2.565 -0.293
N 3.942 -4.443 2.184 0.121
H 2.204 -6.535 3.801 0.097
H 1.359 -6.361 2.150 0.111
H 1.158 -5.060 3.462 0.065
C -2.253 -0.676 -4.868 -0.033
C -2.327 0.530 -3.948 -0.238
N -2.347 1.406 -3.220 0.138
H -2.418 -0.329 -5.893 0.086
H -3.069 -1.271 -4.692 0.027
H -1.279 -1.192 -4.727 0.096
```

Computed properties:
Structure (SMILES) = CN(C)C=O.CN(C)C=O.CN(C)C=O.CN(C)C=O.BrCCBr.BrCCBr.CC#N.CC#N
2S+1 = 1
Total charge = 0
E_LUMO = 0.213 eV
HOMO-LUMO gap = 9.336 eV
Relative energy (zero: lowest compared OMol25 entry of this formula, charge and spin) = 0.0 kcal per mole
E_HOMO = -9.12 eV

***

Formula: C29H34Cl5CsN2O4SeSi2Te
Source: OMol25
Level of theory: ωB97M-V with the def2-TZVPD basis set

XYZ file:
```
79
Properties=species:S:1:pos:R:3:lowdin_charge:R:1
Cs 0.980 -0.460 -1.252 1.552
Cl 1.453 5.701 -1.521 0.603
C 1.450 4.177 -0.706 -0.743
C 2.519 3.826 0.085 -0.746
Cl 3.875 4.887 0.274 0.594
C 2.513 2.574 0.706 -0.620
Cl 3.938 2.067 1.550 0.666
C 1.460 1.677 0.601 -0.567
O 1.503 0.477 1.077 -0.574
C 0.307 2.064 -0.212 -0.609
O -0.644 1.231 -0.374 -0.472
C 0.381 3.295 -0.861 -0.605
Cl -0.849 3.658 -2.028 0.743
C -1.516 -4.329 0.585 -0.180
Si -1.713 -3.950 2.446 0.438
C -0.083 -4.594 3.233 -0.198
C -3.174 -4.948 3.209 -0.198
C -2.028 -2.135 2.821 -0.581
Te -0.510 -0.827 1.829 1.319
C -0.613 0.600 3.454 -0.533
Si 0.587 0.106 4.824 0.459
C 2.401 -0.078 4.289 -0.184
C 0.524 1.433 6.223 -0.199
C 0.120 -1.545 5.684 -0.188
H -1.582 -5.393 0.368 0.020
H -0.540 -3.983 0.249 0.022
H -2.267 -3.820 -0.013 -0.016
H 0.145 -5.609 2.917 0.015
H -0.112 -4.587 4.319 0.007
H 0.740 -3.959 2.916 0.011
H -3.049 -6.022 3.116 0.007
H -4.110 -4.681 2.729 0.012
H -3.277 -4.719 4.267 0.012
H -2.006 -1.952 3.893 -0.025
H -3.019 -1.849 2.466 -0.013
H -1.646 0.660 3.790 0.004
H -0.339 1.558 3.026 0.004
H 2.700 0.746 3.654 -0.021
H 2.541 -0.986 3.711 0.024
H 3.073 -0.105 5.144 0.020
H 0.851 2.399 5.851 0.014
H 1.171 1.163 7.052 0.009
H -0.482 1.556 6.616 0.009
H 0.230 -2.376 4.996 -0.007
H -0.904 -1.550 6.045 0.017
H 0.769 -1.731 6.536 0.019
C -3.052 -0.409 -4.452 -0.034
N -3.417 0.428 -3.348 -0.073
C -3.727 -0.004 -2.101 -0.803
Se -4.058 -1.699 -1.604 0.607
N -3.982 1.079 -1.331 0.129
C -3.864 2.218 -2.083 -0.208
C -4.131 3.546 -1.800 -0.044
C -4.023 4.450 -2.843 -0.130
C -3.640 4.043 -4.114 -0.120
C -3.357 2.718 -4.406 -0.021
C -3.496 1.802 -3.375 -0.174
H -3.107 -1.450 -4.136 0.038
H -2.032 -0.199 -4.777 0.108
H -3.742 -0.250 -5.286 0.095
H -4.073 1.034 -0.329 0.159
H -4.411 3.866 -0.810 0.111
H -4.236 5.493 -2.666 0.097
H -3.558 4.781 -4.899 0.095
H -3.063 2.411 -5.399 0.108
Cl 7.917 1.531 -4.372 0.613
C 6.421 0.648 -4.303 -0.688
C 6.168 -0.317 -5.263 -0.124
C 4.958 -0.984 -5.225 -0.032
C 4.019 -0.706 -4.241 -0.117
C 4.307 0.254 -3.283 -0.014
C 5.507 0.944 -3.307 -0.099
C 2.656 -1.438 -4.251 -0.685
O 2.402 -2.101 -5.260 -0.020
O 1.945 -1.279 -3.236 -0.490
H 6.901 -0.521 -6.031 0.091
H 4.702 -1.723 -5.971 0.109
H 3.571 0.470 -2.518 0.088
H 5.728 1.699 -2.567 0.105
```

Computed properties:
2S+1 = 1
Total charge = -2
E_LUMO = 3.729 eV
HOMO-LUMO gap = 5.258 eV
Relative energy (zero: lowest compared OMol25 entry of this formula, charge and spin) = 72.5 kcal per mole
E_HOMO = -1.53 eV

***

Formula: CH7N2OPS
Source: OMol25
Level of theory: ωB97M-V with the def2-TZVPD basis set

XYZ file:
```
13
Properties=species:S:1:pos:R:3:lowdin_charge:R:1
C -1.041 1.743 -0.130 -0.121
O -0.592 0.515 -0.777 -0.367
P 0.712 -0.286 -0.077 0.107
N 0.804 -1.725 -1.065 -0.087
N 0.116 -0.832 1.418 -0.160
S 2.251 0.714 0.367 0.271
H -1.817 2.295 -0.526 0.051
H -0.174 2.358 -0.074 0.050
H -1.516 1.486 0.833 0.087
H -0.125 -2.053 -1.331 0.057
H 1.588 -1.605 -1.635 0.003
H -0.899 -0.891 1.502 0.043
H 0.693 -1.717 1.495 0.066
```

Computed properties:
Structure (SMILES) = COP(N)(N)=S
2S+1 = 1
Total charge = 0
E_LUMO = 0.746 eV
HOMO-LUMO gap = 9.551 eV
Relative energy (zero: lowest compared OMol25 entry of this formula, charge and spin) = 0.7 kcal per mole
E_HOMO = -8.80 eV

***

Formula: C17H31BNO7S
Source: OMol25
Level of theory: ωB97M-V with the def2-TZVPD basis set

XYZ file:
```
58
Properties=species:S:1:pos:R:3:lowdin_charge:R:1
C 2.047 -5.818 -3.914 -0.085
O 2.811 -5.114 -4.967 -0.086
B 1.918 -4.064 -5.556 -0.380
O 1.176 -4.400 -6.787 0.088
C 1.885 -2.613 -4.778 0.125
C 0.763 -2.107 -3.942 -0.083
S -0.902 -2.828 -3.474 0.805
C -1.930 -3.188 -5.021 -0.136
O -0.783 -4.081 -2.541 -0.388
O -1.721 -1.734 -2.683 -0.411
C 1.278 -0.650 -3.396 -0.176
O 0.821 -0.095 -2.261 0.022
O 2.316 -0.165 -4.344 0.050
C 3.010 -1.416 -4.749 -0.159
O 4.314 -1.412 -5.054 0.076
H 1.868 -5.160 -2.948 0.109
H 2.593 -6.825 -3.625 0.125
H 0.988 -6.051 -4.366 0.105
H 1.344 -5.384 -6.936 0.140
H -1.372 -2.669 -5.910 0.090
H -2.982 -2.670 -4.925 0.100
H -2.108 -4.343 -5.189 0.107
C -0.147 3.903 5.334 -0.096
C -0.561 2.441 5.394 -0.259
C 0.345 1.476 4.631 -0.180
C 0.508 1.548 3.104 -0.076
N -0.755 1.527 2.209 -0.154
C -0.369 1.110 0.770 -0.090
C -0.323 -0.401 0.797 -0.160
C -1.475 -0.788 1.697 -0.140
C -1.726 0.388 2.632 -0.068
C -1.505 2.869 2.158 -0.106
C -0.893 4.006 1.322 -0.216
C 0.542 4.438 1.563 -0.101
H -0.420 4.372 4.388 0.045
H -0.660 4.468 6.121 0.086
H 0.930 4.025 5.477 0.088
H -1.607 2.319 5.098 0.099
H -0.526 2.144 6.450 0.118
H 0.054 0.455 4.904 0.108
H 1.356 1.585 5.051 0.131
H 1.104 0.676 2.815 0.132
H 1.104 2.417 2.834 0.106
H -1.167 1.450 0.096 0.147
H 0.583 1.571 0.495 0.135
H 0.625 -0.759 1.211 0.120
H -0.423 -0.832 -0.204 0.104
H -1.252 -1.705 2.254 0.127
H -2.374 -0.986 1.103 0.126
H -1.576 0.128 3.679 0.116
H -2.754 0.744 2.518 0.131
H -1.703 3.184 3.178 0.103
H -2.486 2.656 1.712 0.132
H -1.526 4.886 1.493 0.126
H -1.005 3.776 0.255 0.111
H 0.767 4.576 2.622 0.060
H 0.728 5.398 1.070 0.090
H 1.252 3.726 1.135 0.069
```

Computed properties:
2S+1 = 1
Total charge = +1
E_LUMO = -4.458 eV
HOMO-LUMO gap = 8.358 eV
E_HOMO = -12.82 eV

***

Q: Which E_tot values were calculated for the entries above? A: -4959.31636, -284.02652, -11712.75320, -7105.65172, -966.63411, -1670.42476, in a.u..